# 1
A 5-piece molecular cluster, C17H23BClF4O14 overall. Source: the Open Molecules 2025 dataset; level of theory: ωB97M-V/def2-TZVPD.

Summary:
Orbital gap ... 6.53 eV
HOMO ... -4.54 eV

The geometry in ORCA input format:
```
! wB97M-V def2-TZVPD RIJCOSX def2/J DEFGRID3
* xyz -1 1
Cl 1.328 2.840 -0.769
C 0.243 1.976 -1.968
C 0.099 0.482 -1.613
C -1.248 -0.096 -2.106
C -2.477 0.355 -1.267
C -3.749 -0.144 -2.086
O -4.558 0.976 -2.353
B -3.650 2.165 -2.232
O -2.723 1.723 -1.149
H -0.717 2.505 -1.965
H 0.657 2.069 -2.981
H 0.262 0.293 -0.545
H 0.919 -0.052 -2.130
H -1.374 0.157 -3.169
H -1.172 -1.195 -2.026
H -2.323 -0.031 -0.247
H -4.210 -0.934 -1.453
H -3.503 -0.601 -3.064
H -4.232 3.183 -1.930
H -3.024 2.309 -3.275
C 5.716 1.537 -0.423
C 4.769 1.867 -1.541
O 4.596 0.609 -2.180
C 4.769 -0.334 -1.222
O 4.449 -1.470 -1.332
O 5.357 0.187 -0.116
F 5.328 2.738 -2.425
H 6.760 1.572 -0.741
H 5.587 2.184 0.443
H 3.801 2.249 -1.215
C -6.237 0.468 0.288
C -6.524 -0.795 1.050
O -6.146 -0.456 2.378
C -6.331 0.887 2.494
O -6.373 1.468 3.530
O -6.479 1.471 1.288
F -5.757 -1.831 0.624
H -5.203 0.538 -0.056
H -6.892 0.599 -0.569
H -7.574 -1.099 1.043
C -2.943 1.530 3.447
C -2.163 0.997 4.615
O -1.219 0.144 3.997
C -1.000 0.655 2.752
O -0.085 0.354 2.066
O -1.955 1.553 2.414
F -2.943 0.259 5.449
H -3.759 0.866 3.160
H -3.345 2.524 3.630
H -1.638 1.761 5.193
C 6.273 -4.132 -0.728
C 6.452 -3.523 0.632
O 7.515 -4.295 1.177
C 8.267 -4.713 0.125
O 9.364 -5.152 0.218
O 7.605 -4.555 -1.046
F 5.351 -3.685 1.405
H 5.610 -5.000 -0.709
H 5.900 -3.419 -1.459
H 6.735 -2.468 0.620
*
```

---

# 2
A 5-piece molecular cluster, C17H23BF4O16S overall. Source: the Open Molecules 2025 dataset; level of theory: ωB97M-V/def2-TZVPD.

Summary:
Orbital gap ... 10.84 eV
HOMO ... -10.56 eV

The geometry in ORCA input format:
```
! wB97M-V def2-TZVPD RIJCOSX def2/J DEFGRID3
* xyz 0 1
C -1.529 1.233 2.735
B -1.700 0.629 1.295
O -2.150 1.375 0.242
C -1.356 -0.896 0.960
C -2.127 -1.906 1.818
C -1.666 -3.372 1.633
S -0.287 -3.546 0.535
O 0.404 -4.759 0.829
O -0.736 -3.316 -0.814
O 0.671 -2.384 0.978
C 0.140 -1.035 1.169
H -0.534 1.675 2.856
H -1.631 0.491 3.525
H -2.264 2.021 2.913
H -1.864 2.292 0.226
H -1.599 -1.046 -0.094
H -3.189 -1.838 1.579
H -2.030 -1.653 2.875
H -1.313 -3.805 2.567
H -2.433 -4.003 1.187
H 0.438 -0.742 2.178
H 0.673 -0.393 0.470
C 0.340 0.718 -3.132
C 1.788 0.788 -3.581
O 2.387 1.564 -2.553
C 1.651 1.405 -1.422
O 1.992 1.733 -0.334
O 0.468 0.828 -1.712
F 1.933 1.430 -4.761
H -0.225 1.573 -3.509
H -0.170 -0.204 -3.394
H 2.302 -0.173 -3.637
C -0.891 5.789 -1.780
C -0.367 4.383 -1.558
O -1.338 3.591 -2.205
C -1.924 4.349 -3.186
O -2.600 3.914 -4.050
O -1.595 5.649 -3.015
F -0.329 4.041 -0.244
H -1.590 6.056 -0.985
H -0.118 6.545 -1.875
H 0.613 4.187 -2.000
C -0.116 -5.001 -3.469
C 0.809 -3.967 -4.074
O 0.742 -4.255 -5.454
C -0.452 -4.874 -5.703
O -0.902 -5.050 -6.783
O -1.039 -5.228 -4.540
F 2.092 -4.089 -3.654
H 0.431 -5.922 -3.258
H -0.626 -4.650 -2.580
H 0.490 -2.935 -3.910
C 2.997 0.910 5.551
C 2.685 1.735 6.786
O 1.315 2.036 6.612
C 0.759 1.072 5.828
O -0.402 0.915 5.662
O 1.730 0.316 5.262
F 3.394 2.887 6.829
H 3.289 1.566 4.729
H 3.744 0.138 5.704
H 2.815 1.210 7.734
*
```